1.
Computed, not measured: one molecule with the formula C6H8N4 at a distorted geometry, with ωB97M-V/def2-TZVPD.

SMILES string: C[C@@]12N=CC=NN1CC=N2
Largest force on an atom: 0.063 hartree/bohr
Charge: 0

Last column: Mulliken charge in e.
Positions of all 18 atoms, in Å:
C -2.2030 -0.3063 -0.6025  -0.0849
C -2.1281 0.9597 0.0755  -0.2508
C 1.7400 0.1371 -1.3550  -0.2044
C 1.2310 1.3608 -0.6613  -0.5385
C 0.0228 -0.7413 -0.3105  1.6081
C 0.0460 -1.5526 1.0000  -1.6434
N -1.2109 -1.0239 -1.0110  -0.7132
N -1.0038 1.5665 0.1423  -0.7935
N 1.1841 -0.9403 -1.0908  -0.6264
N 0.1213 0.8292 0.1033  0.2803
H -3.1169 -0.6189 -1.2095  0.3723
H -3.1097 1.4360 0.1453  0.3521
H 2.5592 0.2344 -2.0709  0.3635
H 1.8841 1.8768 -0.0240  0.3605
H 0.7971 1.9844 -1.4057  0.3022
H 0.3511 -0.8333 1.7664  0.3815
H 0.8199 -2.2502 1.0435  0.4640
H -0.9031 -1.9315 1.2307  0.3706

=====

2.
Computed, not measured: a 2-piece molecular cluster, C2H6N3O2S2 overall at a distorted geometry, with ωB97M-V/def2-TZVPD.

Largest force on an atom: 0.101 hartree/bohr
Charge: +1

Last column: Mulliken charge in e.
Positions of all 15 atoms, in Å:
C 1.7985 1.1088 -0.1917  -0.0348
C 0.0982 -0.3559 0.3604  -0.2608
N 2.3365 0.0109 -0.6949  -0.1115
N 0.7012 0.9841 0.4324  -0.1291
N -2.5378 -0.6465 0.7570  -0.4870
O -1.6806 1.1500 -0.8185  -0.5788
O -1.6161 -1.2039 -1.5831  -0.5407
S 1.2831 -1.4080 -0.5223  0.0891
S -1.6208 -0.2279 -0.5218  1.1275
H 2.2160 2.1268 -0.2114  0.3720
H -0.0860 -0.6629 1.9058  0.3966
H 3.2057 -0.0690 -1.0236  0.1759
H 0.2739 1.8726 0.4470  0.2989
H -2.0760 -1.3304 1.2900  0.3275
H -3.5055 -0.9706 0.4017  0.3551

=====

3.
Computed, not measured: C18H20MnN4OS6 as an isolated structure, with ωB97M-V/def2-TZVPD.

⟨S²⟩: 8.7570
Largest force on an atom: 0.010 hartree/bohr
Charge: -2
Multiplicity: 6

Last column: Mulliken spin population.
Positions of all 50 atoms, in Å:
Mn 1.0812 1.9894 0.5550  4.7999
S 2.7903 3.7897 0.7852  0.0458
S 2.2886 4.8400 -0.9375  0.0125
S 0.2408 4.9239 -0.9573  0.0069
S -0.3763 2.9671 -1.2741  0.0494
S -0.9674 -0.0040 0.2266  0.0423
C -0.1733 -1.3144 1.0217  0.0060
C -0.5700 -2.6400 0.7736  -0.0082
C 0.0754 -3.7420 1.3170  0.0058
C -0.3908 -5.0584 0.9920  0.0003
N -0.7742 -6.1141 0.7343  0.0023
C 1.1753 -3.5437 2.1683  0.0007
C 1.5559 -2.2378 2.4687  -0.0006
C 0.8966 -1.1203 1.9553  0.0083
S 1.3619 0.4661 2.5128  0.0395
C 1.8865 -4.6476 2.7364  0.0005
N 2.4606 -5.5312 3.2037  0.0001
H -1.4238 -2.8027 0.1278  -0.0003
H 2.3923 -2.0748 3.1355  -0.0006
C -2.3184 3.6391 3.1372  0.0027
C -1.1352 4.2218 3.9386  0.0010
C 0.1088 3.6658 3.2209  0.0032
O -0.3714 3.1674 1.9756  -0.0270
C -1.6560 2.6053 2.2317  0.0006
H -2.7843 4.4160 2.5293  0.0000
H -3.0855 3.1961 3.7744  -0.0003
H -1.1545 3.9000 4.9812  -0.0003
H -1.1489 5.3120 3.9257  -0.0004
H 0.5556 2.8442 3.7894  0.0004
H 0.8743 4.4039 2.9929  -0.0013
H -1.5349 1.6331 2.7188  0.0043
H -2.1385 2.4610 1.2690  -0.0030
N 2.1875 0.5535 -0.9876  0.0049
C 1.6097 -0.0568 -1.7801  -0.0032
N 0.9503 -0.7177 -2.7228  0.0048
C -0.1142 0.0406 -3.4041  0.0008
C -0.4375 -0.6441 -4.7220  -0.0001
C -0.8114 -2.1085 -4.4996  -0.0001
C 0.2929 -2.8335 -3.7311  0.0002
C 0.5907 -2.1110 -2.4273  -0.0002
H 0.2280 1.0646 -3.5399  -0.0006
H -0.9934 0.0722 -2.7503  0.0021
H 0.4325 -0.5819 -5.3840  -0.0003
H -1.2572 -0.1064 -5.2047  0.0003
H -1.0064 -2.6063 -5.4534  0.0001
H -1.7366 -2.1538 -3.9153  0.0001
H 1.2028 -2.8732 -4.3388  -0.0001
H -0.0015 -3.8617 -3.5077  -0.0002
H 1.4135 -2.5744 -1.8856  0.0002
H -0.2905 -2.1126 -1.7753  0.0013

=====

4.
Computed, not measured: a 2-piece molecular cluster, C3H5F3P overall at a distorted geometry, with ωB97M-V/def2-TZVPD.

Largest force on an atom: 0.078 hartree/bohr
Charge: +1

Last column: Mulliken charge in e.
Positions of all 12 atoms, in Å:
C 1.9531 0.0597 -1.1120  -0.4142
C 1.3502 0.3763 0.0979  0.1995
C 0.4650 -0.5776 0.7508  -0.7041
F -2.2240 -0.7115 -0.6325  -0.2042
F -2.8035 1.5620 -0.2619  -0.1878
F -3.2105 -0.1073 1.4326  -0.2037
P -2.0690 0.3817 0.4703  0.8048
H 2.8950 0.3836 -1.6526  0.2968
H 1.5424 -0.8387 -1.5659  0.2317
H 1.7119 1.2728 0.5285  0.3754
H 0.3602 -0.5685 1.8845  0.3686
H 0.0292 -1.2325 0.0604  0.4372

=====

| no. | E_tot (Ha) |
| --- | --- |
| 1 | -452.358727 |
| 2 | -1190.544234 |
| 3 | -4532.485546 |
| 4 | -757.984201 |